18
Properties=species:S:1:pos:R:3:lowdin_charge:R:1 method="wB97M-V/def2-TZVPD" e_homo_ev=-9.041 e_tot_ev=-26011.609 homo_lumo_gap_ev=9.92 relative_energy_kj_mol=145.6 smiles=CCS.CCS
C 2.024 -0.823 -1.140 -0.569
H -2.489 0.697 0.348 0.089
H 0.721 -2.174 -2.366 0.085
H 1.994 -1.046 -0.100 0.039
H -0.186 -1.293 -1.032 0.045
H 0.410 1.858 1.078 -0.224
S -0.710 2.468 0.924 0.633
H 1.552 1.528 -1.864 -0.198
C -1.981 1.080 1.332 -0.535
H -0.711 0.172 2.823 0.076
H 0.102 -0.296 -2.278 0.055
H -0.665 -0.688 1.248 0.043
S 2.598 0.752 -1.944 0.666
H 2.730 -1.609 -1.528 0.063
C 0.620 -1.179 -1.815 -0.191
H -2.735 1.569 2.002 0.062
H -1.975 -0.856 2.367 0.049
C -1.301 -0.159 1.945 -0.191